No. 1
DFT (wB97M-V/def2-TZVPD) results for a molecular structure, C26H46ClFeO2P.

## Properties
HOMO level (spin up / spin down) (eV): -2.730 / -4.870
Molar mass (g mol⁻¹): 512.92
Spin multiplicity: 6
⟨S²⟩: 8.80
Net charge: -1
LUMO level (spin up / spin down) (eV): 2.583 / 2.581
Electronic energy (eV): -88001.094

Last column: Mulliken charge in e.
Positions of all 77 atoms, in Å:
Fe: 0.882 0.470 1.742  -1.245
Cl: 2.877 1.358 1.772  -0.578
P: 0.256 -0.198 -0.244  0.731
C: 1.046 -0.705 3.260  -1.023
H: 0.446 -1.605 3.459  0.365
H: 2.118 -0.829 3.512  0.294
C: -1.464 0.035 -0.944  0.244
C: 0.850 -1.932 -0.562  0.482
C: -2.427 -1.034 -0.449  -0.037
H: -1.770 1.000 -0.512  1.105
C: -3.862 -0.711 -0.892  -0.757
H: -2.133 -2.011 -0.855  0.334
H: -2.400 -1.119 0.652  -1.026
C: -3.983 -0.460 -2.388  -0.789
H: -4.513 -1.536 -0.589  0.432
H: -4.192 0.167 -0.331  0.388
C: -2.937 0.512 -2.918  -1.112
H: -3.879 -1.411 -2.916  0.327
H: -4.983 -0.086 -2.622  0.415
C: -1.521 0.154 -2.468  -0.490
H: -2.954 0.545 -4.010  0.420
H: -3.158 1.528 -2.579  0.384
H: -1.222 -0.804 -2.911  0.184
H: -0.811 0.903 -2.838  0.092
C: 1.356 0.965 -1.243  -0.268
C: 0.413 -2.509 -1.918  -0.709
H: 1.954 -1.843 -0.556  0.923
C: 1.119 -3.850 -2.156  -1.013
H: -0.678 -2.661 -1.919  0.201
H: 0.654 -1.828 -2.749  0.135
C: 0.884 -4.853 -1.012  -0.721
H: 0.769 -4.275 -3.107  0.387
H: 2.198 -3.662 -2.262  0.366
C: 1.123 -4.253 0.379  -1.054
H: -0.149 -5.228 -1.067  0.316
H: 1.547 -5.718 -1.150  0.421
C: 0.439 -2.886 0.568  0.319
H: 0.767 -4.937 1.160  0.427
H: 2.200 -4.102 0.532  0.381
H: -0.658 -3.003 0.585  0.115
H: 0.709 -2.482 1.558  -0.655
C: 0.771 2.380 -1.319  -0.323
H: 2.247 1.027 -0.590  0.458
C: 1.826 3.363 -1.864  -0.935
H: -0.106 2.418 -1.979  0.194
H: 0.418 2.700 -0.325  -0.166
C: 2.402 2.909 -3.209  -0.701
H: 1.381 4.359 -1.977  0.420
H: 2.639 3.451 -1.131  0.344
C: 2.874 1.457 -3.211  -1.027
H: 1.647 3.039 -3.990  0.287
H: 3.247 3.544 -3.488  0.375
C: 1.842 0.477 -2.610  -0.513
H: 3.103 1.125 -4.232  0.412
H: 3.805 1.369 -2.633  0.388
H: 0.994 0.383 -3.308  0.191
H: 2.291 -0.526 -2.521  0.266
C: -0.439 1.689 1.999  0.684
C: 0.396 0.635 3.570  0.126
H: -1.275 1.368 1.330  0.409
C: 1.259 1.549 4.426  -0.640
H: -0.682 0.562 3.803  0.883
C: 0.716 2.958 4.612  -0.842
H: 1.401 1.088 5.418  0.320
H: 2.266 1.577 3.973  0.219
C: 0.357 3.679 3.310  -0.674
H: -0.167 2.920 5.271  0.303
H: 1.471 3.545 5.151  0.404
C: -0.808 2.995 2.572  -0.915
H: 0.018 4.691 3.574  0.400
H: 1.221 3.740 2.633  0.228
H: -1.668 2.834 3.266  0.330
H: -1.192 3.649 1.760  0.330
O: -1.343 -2.870 3.134  -0.603
C: -2.281 -2.016 3.173  -0.199
O: -2.313 -0.810 2.756  -0.545
H: -3.229 -2.365 3.641  0.402



No. 2
DFT (wB97M-V/def2-TZVPD) results for 5 unconnected molecules or ions with the total composition C26H46F3NO8.

## Properties
HOMO level (eV): -9.504
Molar mass (g mol⁻¹): 557.65
LUMO level (eV): -0.928
Electronic energy (eV): -53723.496
SMILES string: O=NOC1=CC(=O)C=C(CCC(F)=C(F)F)C1=O.CCOCC.CCOCC.CCOCC.CCOCC

Last column: Mulliken charge in e.
Positions of all 84 atoms, in Å:
O: 3.413 -2.535 2.569  -0.069
N: 3.959 -1.713 2.000  0.176
O: 3.134 -1.296 0.776  -0.408
C: 2.614 -0.046 0.824  0.518
C: 2.440 0.700 -0.264  -0.594
C: 1.776 2.017 -0.102  -0.317
O: 2.050 2.968 -0.799  -0.575
C: 0.766 2.094 0.996  -0.010
C: 0.945 1.357 2.087  0.537
C: 0.039 1.257 3.283  -0.590
C: -1.425 1.591 2.986  -0.198
C: -2.126 0.424 2.377  0.176
F: -1.819 -0.796 2.862  -0.317
C: -2.971 0.488 1.366  0.486
F: -3.445 -0.548 0.707  -0.261
F: -3.432 1.626 0.877  -0.218
C: 2.184 0.525 2.141  0.313
O: 2.815 0.356 3.160  -0.574
H: 2.736 0.375 -1.254  0.476
H: -0.075 2.764 0.860  0.416
H: 0.410 1.859 4.113  0.428
H: 0.099 0.223 3.628  0.350
H: -1.529 2.430 2.299  -0.197
H: -1.913 1.901 3.915  0.389
C: 0.925 -2.120 -5.479  -1.072
C: 1.725 -0.958 -4.914  -0.487
O: 2.247 -1.197 -3.618  -0.303
C: 3.154 -2.281 -3.504  -0.237
C: 4.403 -2.142 -4.356  -1.130
H: 0.101 -2.372 -4.808  0.272
H: 0.513 -1.853 -6.453  0.393
H: 1.534 -3.015 -5.609  0.361
H: 1.076 -0.088 -4.807  0.331
H: 2.526 -0.668 -5.603  0.341
H: 2.649 -3.230 -3.717  0.318
H: 3.429 -2.300 -2.448  0.282
H: 4.175 -2.135 -5.423  0.270
H: 5.072 -2.982 -4.168  0.401
H: 4.930 -1.218 -4.116  0.301
C: -0.472 7.347 0.097  -1.101
C: -1.507 6.309 0.492  -0.359
O: -1.067 5.407 1.494  -0.308
C: -0.696 5.979 2.736  -0.288
C: -1.814 6.737 3.431  -1.171
H: 0.444 6.861 -0.243  0.302
H: -0.860 7.964 -0.714  0.401
H: -0.218 8.011 0.924  0.276
H: -1.740 5.678 -0.365  0.317
H: -2.442 6.795 0.794  0.308
H: 0.184 6.620 2.617  0.359
H: -0.388 5.132 3.351  0.276
H: -2.141 7.603 2.856  0.277
H: -1.468 7.096 4.401  0.401
H: -2.678 6.089 3.588  0.307
C: 1.148 -4.460 3.987  -0.817
C: 2.352 -5.384 3.900  -0.331
O: 2.268 -6.511 4.755  -0.443
C: 1.171 -7.380 4.538  -0.312
C: 1.130 -7.997 3.151  -1.019
H: 1.004 -4.122 5.015  0.295
H: 1.294 -3.590 3.350  0.240
H: 0.230 -4.953 3.665  0.274
H: 3.248 -4.855 4.223  0.276
H: 2.523 -5.695 2.863  0.301
H: 0.225 -6.872 4.757  0.289
H: 1.289 -8.165 5.286  0.334
H: 0.997 -7.246 2.371  0.260
H: 0.294 -8.695 3.082  0.387
H: 2.053 -8.539 2.945  0.283
C: -2.979 -0.558 -5.255  -1.150
C: -2.361 -0.112 -3.941  0.140
O: -2.689 1.214 -3.573  -0.458
C: -4.060 1.507 -3.380  -0.424
C: -4.722 0.722 -2.262  -0.676
H: -2.692 0.123 -6.058  0.291
H: -2.634 -1.561 -5.510  0.385
H: -4.068 -0.584 -5.212  0.357
H: -1.274 -0.111 -4.032  -0.033
H: -2.611 -0.815 -3.138  0.236
H: -4.617 1.393 -4.318  0.311
H: -4.076 2.569 -3.133  0.365
H: -4.756 -0.350 -2.462  0.281
H: -5.748 1.068 -2.131  0.443
H: -4.180 0.875 -1.332  -0.062



No. 3
DFT (wB97M-V/def2-TZVPD) results for 8 unconnected molecules or ions with the total composition C26H47Cl6N5.

## Properties
HOMO level (eV): -10.448
Energy above the lowest of the compared OMol25 structures with the same formula, charge and spin (kcal/mol): 0.0
Molar mass (g mol⁻¹): 642.42
LUMO level (eV): 0.370
Electronic energy (eV): -110309.635
SMILES string: CCCC#N.CCCC#N.CCCC#N.CCCC#N.CCCC#N.ClCCCl.ClCCCl.ClCCCl

Last column: Mulliken charge in e.
Positions of all 84 atoms, in Å:
C: 3.526 3.694 -0.743  -0.831
C: 4.037 4.576 0.400  -0.464
C: 3.019 4.723 1.526  -0.344
C: 2.788 3.482 2.258  0.281
N: 2.599 2.506 2.840  -0.435
H: 2.976 2.825 -0.376  0.106
H: 4.357 3.292 -1.325  0.338
H: 2.898 4.272 -1.418  0.270
H: 4.228 5.588 0.036  0.316
H: 4.990 4.236 0.809  0.344
H: 2.062 5.038 1.099  0.075
H: 3.327 5.482 2.246  0.334
C: 0.336 -4.757 2.844  -0.727
C: -0.275 -6.137 2.663  -0.570
C: -1.179 -6.271 1.433  -0.494
C: -2.237 -5.269 1.428  0.312
N: -3.051 -4.456 1.434  -0.451
H: -0.396 -3.967 2.668  0.191
H: 1.193 -4.563 2.197  0.240
H: 0.689 -4.665 3.872  0.280
H: -0.885 -6.395 3.531  0.320
H: 0.500 -6.902 2.601  0.324
H: -1.628 -7.268 1.432  0.357
H: -0.624 -6.218 0.492  0.201
C: -3.110 6.120 -1.679  -1.306
C: -2.506 4.756 -1.374  -0.366
C: -0.989 4.703 -1.495  0.409
C: -0.499 5.054 -2.828  0.135
N: -0.081 5.319 -3.864  -0.567
H: -4.195 6.078 -1.609  0.379
H: -2.830 6.473 -2.673  0.339
H: -2.753 6.860 -0.958  0.319
H: -2.921 4.007 -2.057  0.206
H: -2.797 4.429 -0.376  0.405
H: -0.662 3.674 -1.331  -0.226
H: -0.467 5.326 -0.767  0.333
C: -0.961 -1.664 0.600  -0.175
C: 0.457 -1.328 1.050  0.317
C: 0.652 0.153 1.449  -0.165
C: -0.220 1.101 0.768  0.133
N: -0.893 1.865 0.246  -0.414
H: -1.235 -2.700 0.763  -0.119
H: -1.048 -1.381 -0.447  -0.356
H: -1.699 -1.036 1.109  0.421
H: 1.153 -1.543 0.236  0.144
H: 0.781 -1.979 1.857  -0.350
H: 1.685 0.480 1.332  0.240
H: 0.446 0.260 2.520  0.180
C: -1.712 -0.161 -2.981  -0.504
C: -0.996 1.094 -3.432  0.192
C: -0.591 1.057 -4.917  -0.736
C: 0.333 -0.047 -5.178  0.330
N: 1.062 -0.920 -5.306  -0.453
H: -2.778 -0.161 -3.227  0.339
H: -1.657 -0.273 -1.900  -0.260
H: -1.310 -1.079 -3.419  0.322
H: -0.107 1.264 -2.825  0.223
H: -1.666 1.947 -3.331  -0.102
H: -0.121 1.995 -5.219  0.357
H: -1.466 0.927 -5.559  0.325
Cl: 0.992 -3.924 -1.377  -0.058
C: 1.444 -3.086 -2.904  -0.434
C: 2.851 -3.404 -3.353  -0.431
Cl: 3.095 -5.126 -3.646  -0.198
H: 1.334 -2.025 -2.696  0.078
H: 0.723 -3.371 -3.666  0.355
H: 3.577 -3.049 -2.623  0.349
H: 3.041 -2.865 -4.281  0.324
Cl: -4.571 -0.445 -0.537  -0.153
C: -5.193 -0.585 1.135  -0.523
C: -5.604 -2.004 1.457  -0.127
Cl: -7.082 -2.492 0.586  -0.206
H: -5.998 0.132 1.258  0.409
H: -4.353 -0.308 1.771  0.240
H: -5.800 -2.118 2.520  0.337
H: -4.812 -2.697 1.177  0.085
Cl: 5.602 -0.501 4.143  -0.194
C: 3.940 -0.085 4.616  0.035
C: 3.156 -1.301 5.094  -0.582
Cl: 2.916 -2.464 3.753  -0.156
H: 3.441 0.340 3.751  -0.097
H: 3.953 0.675 5.394  0.341
H: 2.148 -1.017 5.383  0.267
H: 3.652 -1.799 5.923  0.414



What is the formula in the second record?
C26H46F3NO8



What is the formula in the second record?
C26H46F3NO8